Entry 1:
Density functional theory data (ωB97M-V with the def2-TZVPD basis set) for a molecular structure, C28H35AsAuBr2N4S2 in a non-equilibrium geometry.

Net charge   +1
Multiplicity   1
F_max   1.599 eV/Å
Energy relative to the best compared isomer or geometry (same formula, charge and spin)   0.0 kcal/mol
Frontier orbital gap   0.241 Eh
HOMO   -10.8 eV

Element x y z (Å)
Au: 0.5841 0.3363 -0.0343
Br: -2.8075 -1.6796 -1.6359
Br: -0.4668 -0.3941 -3.4408
As: 0.3158 -2.5890 1.9639
S: 1.7939 2.0382 -1.0182
S: -1.4562 2.2979 1.5103
N: -0.0156 3.0145 3.5329
N: 1.6610 3.6152 1.3398
N: -1.7760 1.6333 4.1021
N: -0.4728 -0.9006 1.2718
C: -3.5413 -0.8350 3.2305
C: -1.9690 -4.5519 1.5199
C: -2.0013 -1.5460 -3.3872
C: 2.6916 -4.5577 1.4397
C: -1.0579 2.2950 3.1991
C: 0.2335 -3.9657 -2.0935
C: 0.4255 3.2072 4.9034
C: -1.3328 -5.5095 -3.3241
C: 1.9644 -2.5204 -1.1220
C: 4.4704 -2.8264 1.6296
C: 3.1206 -3.1310 1.6755
C: -0.0130 -3.4766 0.2492
C: -3.8026 0.7434 1.4215
C: -1.5406 -4.9741 -0.8771
C: 6.4077 -1.2296 1.7916
C: 2.2022 -2.1124 1.9753
C: -1.1373 -4.3266 0.2796
C: 1.8041 0.1926 3.0471
C: -1.6177 -0.5152 1.7513
C: -4.3406 0.0816 2.4533
C: -2.3672 0.6236 1.1003
C: 4.9422 -1.5407 1.8890
C: -2.2722 -1.1264 2.9085
C: 1.7128 2.9782 0.3725
C: 4.0255 -0.5861 2.2971
C: -0.8695 -4.8033 -2.0812
C: 2.6618 -0.8619 2.3883
C: 0.6902 -3.3057 -0.9519
H: 0.6094 3.3358 2.7677
H: 2.0953 -1.7156 -0.4034
H: -2.6374 1.1838 3.8324
H: -1.3688 -4.7988 2.3958
H: -0.6899 -5.2824 -4.1736
H: 6.7957 -1.4958 0.8079
H: -1.3336 -6.5903 -3.1803
H: -2.5628 -3.6668 1.7669
H: 0.7590 -0.0992 3.1554
H: -2.4070 -5.6248 -0.8399
H: 2.1941 0.3736 4.0515
H: -2.3556 -5.2219 -3.5798
H: 2.0035 -2.0972 -2.1255
H: -2.7498 -1.1511 -4.0617
H: -1.7209 -1.8574 3.4826
H: 1.8429 1.1378 2.4994
H: 1.2112 3.9563 4.9015
H: 1.8128 -4.8330 2.0295
H: 0.8265 2.2802 5.3192
H: -4.4071 1.3820 0.7918
H: 6.5997 -0.1709 1.9570
H: 2.8323 -3.1761 -1.0075
H: -5.3866 0.2091 2.6959
H: 6.9747 -1.7973 2.5309
H: -2.6657 -5.3714 1.3533
H: -0.3911 3.5736 5.5277
H: 5.1764 -3.6149 1.3918
H: 2.4504 -4.7550 0.3924
H: 3.4934 -5.2341 1.7316
H: -3.9984 -1.3299 4.0784
H: -1.5303 1.6455 5.0785
H: -1.6842 -2.5420 -3.6623
H: 0.7831 -3.8285 -3.0190
H: -2.1464 0.6645 0.0327
H: 4.3767 0.3999 2.5828

---

Entry 2:
Density functional theory data (ωB97M-V with the def2-TZVPD basis set) for 7 unconnected molecules or ions with the total composition C28H35BBrF8O22 in a non-equilibrium geometry.

Net charge   -1
Multiplicity   1
F_max   1.539 eV/Å
Frontier orbital gap   0.256 Eh
HOMO   -5.2 eV

Element x y z (Å)
Br: 3.0446 -0.1532 0.6199
F: 0.2171 -6.4804 -0.0043
F: -2.8086 5.1466 -4.2892
F: -0.1064 1.4881 -4.2331
F: 0.0244 -0.4749 -0.3242
F: -2.5241 -2.0141 2.5995
F: 2.0444 2.1633 9.0148
F: -4.8082 1.7136 -6.9775
F: -0.3238 -2.1190 3.7492
O: 1.0607 3.3312 -4.0474
O: -0.8853 -5.9701 -3.2299
O: -4.6446 -3.2377 0.1785
O: 4.0749 -2.0892 3.1328
O: 4.3518 2.2069 -1.6573
O: 2.8325 -1.1614 4.7655
O: 0.2302 -4.0770 -3.7473
O: -0.0012 -1.7207 8.3330
O: 0.3463 2.0556 -1.4416
O: -4.8064 1.7142 -3.5275
O: -3.8653 6.0212 -0.0645
O: -3.6955 -5.2423 -0.2139
O: -6.6339 0.4622 -3.1240
O: -6.0893 1.0711 -5.2288
O: -2.1579 4.8288 -0.9208
O: -0.6262 0.0583 9.5655
O: 0.3707 -4.9689 -1.6863
O: 1.4917 1.9976 0.5766
O: -3.5141 5.9399 -2.2924
O: 1.2125 0.1801 8.3148
O: 1.8524 -2.4635 3.2464
O: -2.7238 -3.7563 1.1693
C: 1.9173 1.3229 -3.0044
C: -3.2352 5.6233 -0.9858
C: 5.8212 -1.2207 -1.3347
C: -2.3885 5.5750 -3.0601
C: 0.6327 -0.2753 -1.5662
C: 0.9074 -2.3017 4.2840
C: -0.4820 -5.8452 -0.9781
C: 0.9529 2.1825 -3.7543
C: -5.2356 2.0773 -5.7425
C: 1.3511 1.0867 -1.5807
C: -0.9371 -6.7985 -2.0631
C: 1.3799 -1.5416 -1.9440
C: 1.4216 -1.0685 4.9932
C: 0.9050 1.5141 8.6828
C: -5.9112 1.0222 -3.8751
C: -3.7002 -4.1861 0.3297
C: 0.1743 -0.6123 8.7056
C: 3.0303 -1.9194 3.6598
C: 5.4313 1.3390 -1.3621
C: -4.3562 -2.1641 1.0867
C: 3.4030 2.4382 -0.6187
C: -4.1192 2.1103 -4.7235
C: -2.8732 -2.3504 1.3397
C: -0.0088 1.3124 9.8736
C: -1.7721 4.4560 -2.2538
C: 5.3576 0.0111 -2.1305
C: -0.0514 -4.9302 -2.9805
C: 2.3088 1.4058 -0.3692
B: 0.3717 2.7327 -0.0789
H: -1.9417 -7.1821 -1.9115
H: -3.6689 3.0885 -4.6013
H: 6.3350 1.8664 -1.6800
H: -4.6074 -1.2069 0.6405
H: 0.7100 -2.3767 -1.7524
H: 3.9326 2.5618 0.3281
H: 4.9625 -1.8243 -1.0481
H: -0.6919 4.3735 -2.3420
H: 0.8867 -3.2028 4.9001
H: -5.7967 3.0092 -5.8297
H: 1.2004 -1.0592 6.0556
H: -2.2230 3.4941 -2.5025
H: 5.5199 1.1605 -0.2903
H: 0.6750 3.9184 -0.2702
H: 2.9080 3.3799 -0.8459
H: 2.8561 1.8596 -3.0121
H: 2.2906 -1.7059 -1.3791
H: 0.5691 1.2202 10.7939
H: -1.7499 6.4479 -3.2002
H: 5.9638 0.1029 -3.0325
H: -0.2323 -7.6250 -2.1676
H: 1.6215 -1.5858 -3.0042
H: 2.0494 0.4003 -3.5677
H: 1.0349 -0.1625 4.5232
H: 6.5137 -1.8381 -1.8994
H: 0.4432 2.0216 7.8346
H: -0.7591 2.0894 9.9850
H: -2.2167 -1.8343 0.6376
H: 6.2744 -0.9106 -0.3940
H: 4.3327 -0.1090 -2.4775
H: -1.2797 -5.2609 -0.5222
H: -4.9264 -2.3075 2.0051
H: -3.3463 1.3774 -4.9591
H: -0.1775 -0.1461 -2.2891
H: -0.6972 2.5205 0.4702

---

Entry 3:
Density functional theory data (ωB97M-V with the def2-TZVPD basis set) for a molecular structure, C28H35CeIN6O5S in a non-equilibrium geometry.

Net charge   0
Multiplicity   1
F_max   3.476 eV/Å
Energy relative to the best compared isomer or geometry (same formula, charge and spin)   29.5 kcal/mol
Frontier orbital gap (spin up / spin down)   0.224 / 0.224 Eh
HOMO (spin up / spin down)   -8.0 / -8.0 eV

Element x y z (Å)
Ce: -0.8790 0.1052 0.9046
I: -3.5835 -1.2307 0.7556
S: 0.1936 -2.6185 0.3451
O: 2.7662 -1.9583 5.5123
O: 3.2496 -0.1004 1.2068
O: -2.1409 1.9237 1.4528
O: 0.0008 2.0672 1.8545
O: -0.7790 -0.6113 3.1014
N: 0.3207 -0.1545 -1.3665
N: -1.8047 1.3549 -1.2674
N: 1.2220 -0.3465 2.1243
N: 1.0250 -1.2188 4.3061
N: 1.8560 -3.2950 -1.5131
N: 1.2183 -1.0990 -1.6706
C: 0.4614 -0.6967 3.1419
C: -1.2078 4.9158 4.9089
C: -1.5273 3.0405 3.4442
C: 2.5090 1.5170 4.6295
C: 3.6857 0.6733 4.1464
C: 2.5759 -0.3704 2.1823
C: 3.2601 -0.6851 3.5270
C: -2.9567 2.0034 -1.3218
C: 1.6722 1.4118 -2.7221
C: 0.4084 4.6110 3.0339
C: 4.1290 -2.9044 2.6613
C: -2.6412 2.6428 4.1967
C: 1.1173 -2.2573 -1.0430
C: -0.7909 4.1668 3.8156
C: -0.8081 3.0969 -2.5768
C: 2.3464 -3.4107 -2.8685
C: 2.3626 -1.3684 4.5332
C: -2.3360 4.5717 5.6349
C: -2.0131 3.7683 -2.6083
C: -0.7261 1.8675 -1.9010
C: -3.1202 3.2112 -1.9830
C: -3.4060 1.3987 3.8668
C: 0.4506 1.0168 -1.9352
C: 3.4836 -2.4310 -3.1411
C: 4.5029 -1.5587 3.2744
C: -1.1886 2.2885 2.1863
C: -3.0283 3.4238 5.2761
C: -2.8125 5.4133 6.7838
H: 4.2824 -2.5845 -2.4188
H: 2.8582 2.4959 4.9544
H: -3.7908 1.5318 -0.8140
H: -3.9004 3.1343 5.8478
H: 5.0252 -3.4821 2.4421
H: 1.4794 1.3402 -3.7946
H: -2.7508 4.8552 7.7176
H: -3.8934 1.4933 2.8942
H: 0.9145 5.4277 3.5445
H: 3.8741 -2.5646 -4.1495
H: -2.0966 4.7173 -3.1186
H: -4.1645 1.1987 4.6236
H: 2.0073 1.0404 5.4705
H: 1.7814 1.6628 3.8332
H: 4.3575 0.4697 4.9863
H: 1.5277 -3.2349 -3.5804
H: 4.2464 1.2249 3.3864
H: -2.7304 0.5391 3.8073
H: -3.8543 5.7016 6.6407
H: 3.1035 -1.4211 -3.0261
H: 1.7034 -4.1477 -0.9952
H: 3.5113 -3.4792 3.3488
H: -4.0791 3.7059 -1.9963
H: 0.3770 -1.6106 4.9804
H: 1.9747 2.4294 -2.4798
H: 2.4822 0.7330 -2.4640
H: 5.0234 -1.7226 4.2213
H: 2.7034 -4.4356 -2.9995
H: -2.2089 6.3129 6.8788
H: -0.6401 5.7940 5.1886
H: 5.1646 -1.0138 2.5985
H: 0.0570 3.5033 -3.0764
H: 3.5763 -2.7588 1.7359
H: 0.1081 4.9441 2.0401
H: 1.1035 3.7880 2.8923

---

Entry 4:
Density functional theory data (ωB97M-V with the def2-TZVPD basis set) for a molecular structure, C28H35CuN5OP2 in a non-equilibrium geometry.

Net charge   0
⟨S²⟩   0.7577
Multiplicity   2
F_max   3.019 eV/Å
Frontier orbital gap (spin up / spin down)   0.236 / 0.209 Eh
HOMO (spin up / spin down)   -7.0 / -7.0 eV

Element x y z (Å)
Cu: 0.2531 1.4167 -2.2436
P: -1.4154 -0.8515 -2.0624
P: 1.6631 -0.4175 -2.6154
O: -1.7156 -0.0348 2.1099
N: -2.5176 0.4955 -2.7250
N: 2.6416 -1.5947 -1.9015
N: 2.8835 0.6985 -3.2546
N: -1.0394 0.3192 -0.1794
N: -2.7744 -1.8292 -1.6488
C: 0.7672 -1.4143 -3.8224
C: 3.7651 -3.4725 -1.3086
C: 2.8111 2.0845 -3.0172
C: 0.5376 -0.2797 -7.3030
C: -3.4170 0.4710 -3.7831
C: 1.1586 0.4298 -6.0995
C: 3.8836 2.7023 -3.6078
C: -0.7223 -1.7729 -3.5593
C: 3.5010 -1.2646 -0.8358
C: 4.1874 -2.4062 -0.4533
C: -4.7406 -2.9694 -1.6629
C: 0.9684 1.7060 -5.7304
C: -4.2223 -2.9690 -0.3254
C: -2.3798 1.8485 -2.3833
C: -3.1428 2.6459 -3.2373
C: -1.7294 0.2068 -6.2803
C: 2.8453 -2.9497 -2.2000
C: -3.8477 1.7567 -4.1086
C: -1.6897 1.5260 -6.4924
C: -3.0173 -2.2859 -0.3452
C: -1.3362 0.1415 0.9842
C: 4.0175 0.4719 -4.0272
C: -0.9147 -0.7691 -7.0807
C: 0.4885 2.7208 -6.7027
C: 1.2900 1.4134 -0.3868
C: 4.6277 1.6895 -4.2788
C: -0.7959 2.2669 -7.4388
C: -3.8244 -2.2895 -2.4495
H: 1.1178 -1.1938 -7.5614
H: -1.3148 3.1919 -7.7374
H: 5.5117 1.8728 -4.8693
H: 2.0260 2.5204 -2.4052
H: 4.9566 -2.4424 0.2964
H: 4.0887 3.7605 -3.5047
H: 1.4121 -2.2360 -4.1718
H: 0.2656 3.6649 -6.1595
H: 1.4885 0.4647 0.1372
H: 0.5810 1.9203 0.2918
H: -1.4038 -0.9166 -8.0609
H: -1.8572 2.1528 -1.4924
H: 2.3606 -3.4142 -3.0340
H: -2.5108 -0.2394 -5.6704
H: -0.8991 -1.7554 -6.5874
H: -2.3232 -2.0313 0.4338
H: -0.8633 -2.8613 -3.4374
H: 2.0177 -0.1144 -5.7092
H: 1.2962 2.9453 -7.4479
H: 1.3767 2.1186 -4.7986
H: 0.5938 0.3741 -8.2027
H: -1.2827 -1.5141 -4.4776
H: -4.6583 -3.3976 0.5516
H: 4.3118 -0.5335 -4.2748
H: 0.6732 -0.7269 -4.6700
H: -4.5456 2.0376 -4.8851
H: -3.8587 -2.0767 -3.4945
H: -3.1883 3.7224 -3.2591
H: -3.6837 -0.4362 -4.2935
H: -0.5721 1.6806 -8.3354
H: 2.2363 1.9636 -0.5491
H: -5.6560 -3.3985 -2.0148
H: -2.4183 2.1864 -6.0203
H: 4.1322 -4.4810 -1.3124
H: 3.5415 -0.2482 -0.4920

---

Entry 5:
Density functional theory data (ωB97M-V with the def2-TZVPD basis set) for a molecular structure, C28H35F3N4P2Pd in a non-equilibrium geometry.

Net charge   +2
⟨S²⟩   6.0396
Multiplicity   5
F_max   3.159 eV/Å
Energy relative to the best compared isomer or geometry (same formula, charge and spin)   0.0 kcal/mol
Frontier orbital gap (spin up / spin down)   0.095 / 0.108 Eh
HOMO (spin up / spin down)   -8.2 / -12.6 eV

Element x y z (Å)
Pd: 5.5731 0.3870 1.3630
P: -3.2209 -0.4702 1.1322
P: -2.3295 1.3356 -1.3229
F: 6.8255 2.6454 -0.0326
F: 8.2734 1.3598 1.1057
F: 6.9350 2.8031 2.1962
N: -2.9661 -2.1706 1.4375
N: -2.6156 2.8111 -2.2120
N: -1.7100 0.2645 -2.5361
N: -4.5448 -0.0813 2.1805
C: -6.5074 0.0409 3.2589
C: -4.1293 -0.6104 -0.4763
C: -4.3346 0.6417 3.3562
C: 2.5878 0.0547 0.9562
C: 4.5430 -2.2035 -0.0653
C: -2.6644 4.0374 -1.5497
C: -0.1219 -0.8398 -3.6797
C: -3.1799 4.9759 -2.4111
C: -1.7710 -4.0721 1.4167
C: -3.8718 -3.2244 1.3918
C: -3.4598 4.3123 -3.6452
C: -5.5241 0.7304 4.0328
C: -1.3736 -1.0176 -4.3451
C: -2.3290 -0.3347 -3.6347
C: 4.4926 0.8565 -0.5587
C: 6.1333 0.2911 3.3613
C: -5.8908 -0.4495 2.1351
C: 3.0423 0.4090 -0.4807
C: -3.1608 -4.4023 1.3872
C: 5.5706 0.0215 -0.8341
C: 4.5329 -1.6138 1.3353
C: 5.5142 -1.4776 -1.0279
C: -3.1150 2.9887 -3.4973
C: -1.6766 -2.7014 1.4470
C: 7.0133 1.9260 1.1309
C: 3.6438 -0.6430 1.7845
C: -0.3512 -0.0534 -2.5799
C: -4.0758 0.7240 -1.2315
H: 2.4067 1.2185 -0.8542
H: -0.8229 -2.0402 1.4736
H: -3.6856 -1.3947 -1.0961
H: 3.5287 -2.2001 -0.4740
H: 5.6757 1.1347 3.8945
H: -3.3227 6.0249 -2.1927
H: -5.6806 1.2397 4.9734
H: -0.9408 -4.7645 1.4346
H: -3.1640 2.1620 -4.1882
H: 2.3224 0.9796 1.4796
H: 6.5258 -1.8648 -0.8655
H: -3.3894 -0.2338 -3.8071
H: 4.6547 1.9255 -0.6756
H: -4.7081 1.4550 -0.7195
H: -7.5555 -0.0737 3.4995
H: -3.3486 1.0205 3.5827
H: -5.1590 -0.9078 -0.2463
H: 6.4902 0.4922 -1.1768
H: 7.2191 0.3739 3.4738
H: -6.2920 -1.0134 1.3071
H: 1.6710 -0.5533 0.9169
H: 3.5231 -0.5384 2.8612
H: 5.2536 -1.7176 -2.0701
H: 0.3105 0.3184 -1.8113
H: 2.8819 -0.4401 -1.1509
H: 0.8325 -1.2528 -3.9744
H: -4.4429 0.6257 -2.2597
H: -1.5521 -1.5928 -5.2435
H: 4.8434 -3.2544 0.0007
H: 5.7960 -0.6409 3.8326
H: -2.3247 4.1103 -0.5269
H: 5.0695 -2.1794 2.0934
H: -3.8501 4.7641 -4.5473
H: -4.9341 -3.0376 1.3824
H: -3.5887 -5.3958 1.3857

---

Entry 6:
Density functional theory data (ωB97M-V with the def2-TZVPD basis set) for 4 unconnected molecules or ions with the total composition C28H35F9O12S in a non-equilibrium geometry.

Net charge   0
Multiplicity   1
F_max   6.219 eV/Å
SMILES   O=C1O[C@@H](CCCCC(F)(F)C(F)(F)S(F)(F)(F)(F)F)[C@@H](Cc2ccccc2)O1.C[C@@H]1COC(=O)O1.C[C@@H]1COC(=O)O1.C[C@@H]1COC(=O)O1
Frontier orbital gap   0.244 Eh
HOMO   -8.3 eV

Element x y z (Å)
S: -5.3222 -2.8148 -0.3893
F: -6.4296 -1.6165 -0.7302
F: -3.0780 -2.4084 0.9983
F: -4.2852 -4.1099 -0.0109
F: -4.2365 -0.0343 -1.7401
F: -2.2705 -1.3423 -1.5847
F: -4.7047 -2.8618 -1.9367
F: -4.6668 -0.7954 1.2318
F: -5.9093 -2.9369 1.2039
F: -6.4740 -3.9320 -0.8786
O: -2.2827 3.1473 2.8217
O: 3.5964 0.7078 1.0789
O: 5.1419 7.2334 4.9524
O: 1.0451 -5.6516 -7.5470
O: 2.3736 -4.5152 -6.1024
O: -1.7462 4.4563 4.5696
O: 4.6012 5.9263 3.2041
O: 5.2568 -0.5928 -0.1130
O: -0.2620 4.1774 2.8777
O: 6.6233 6.9531 3.2576
O: 0.2672 -3.7976 -6.5408
O: 4.0134 -1.4714 1.7478
C: 2.2623 5.4655 3.6421
C: 1.9407 -3.0604 -3.1456
C: -3.2456 2.9064 3.8453
C: 1.3310 0.4988 0.2097
C: 2.3277 -2.8982 -0.4817
C: 3.7562 6.9286 5.0604
C: 4.3420 -3.6778 -2.1773
C: -3.1318 4.1497 4.6768
C: 1.3297 -4.6420 -6.6760
C: -0.0648 1.1661 0.7542
C: -1.3276 3.9480 3.3759
C: -1.2581 0.0700 0.7328
C: -0.3521 -5.5797 -7.8071
C: 2.2889 0.1014 1.4330
C: 5.5587 6.7250 3.7567
C: -0.6397 -4.1234 -7.5902
C: 3.4054 -3.5439 -3.4093
C: -2.0679 -3.8317 -7.1871
C: -3.3252 -0.6833 -0.8416
C: 2.5609 -1.4395 1.7868
C: 3.7992 -3.3739 -0.7470
C: -4.6216 2.6831 3.2584
C: 3.6392 5.6863 4.2278
C: 1.3763 -2.7544 -1.7250
C: 1.7884 -2.6013 0.9935
C: -4.0235 -1.6243 0.2478
C: -2.5681 0.5363 -0.0685
C: 4.3844 -0.4678 0.7833
H: 2.2824 4.6534 2.9124
H: -5.3459 2.4363 4.0384
H: 1.0429 -0.3834 -0.4579
H: -2.1968 1.2239 -0.9271
H: -0.8329 -0.9447 0.4238
H: 3.4757 6.7639 6.1023
H: -2.7561 -4.0224 -8.0143
H: 0.6641 -2.4098 0.9129
H: 3.9573 4.7963 4.7832
H: -0.3088 2.1332 0.1977
H: -0.5741 -5.9046 -8.8250
H: -0.3674 -3.5231 -8.4658
H: -2.3721 -4.4453 -6.3330
H: 3.1852 7.7750 4.6653
H: -3.4131 3.9855 5.7184
H: -2.1724 -2.7895 -6.8754
H: 1.8147 1.2808 -0.4945
H: 5.4366 -4.0031 -2.2949
H: -3.2953 1.1847 0.5396
H: -3.7037 4.9948 4.2804
H: 0.2902 -2.3954 -1.5574
H: 0.1556 1.4282 1.8615
H: 4.5239 -3.5104 0.1319
H: 1.2067 -2.9351 -4.0288
H: -4.5994 1.8696 2.5288
H: 1.8985 -3.5889 1.5897
H: -0.8686 -6.2374 -7.1006
H: 2.2877 -1.6542 2.8914
H: -2.9268 2.0173 4.4014
H: 2.1118 0.6050 2.4630
H: -4.9740 3.5719 2.7250
H: -1.5829 -0.0536 1.8413
H: 1.9105 6.3550 3.1097
H: 3.7919 -3.7777 -4.4635
H: 1.5382 5.2194 4.4219